The following is a quantum chemistry calculation of C43H49N4O2Os as an isolated structure, from the Open Molecules 2025 dataset.

```
99
C43H49N4O2Os (wB97M-V/def2-TZVPD)
Os -0.200 -0.195 -0.236
C -0.792 -0.095 -3.394
O -1.307 -0.360 -2.065
C -2.362 -1.275 -1.938
C -3.161 -1.629 -3.004
C -4.192 -2.538 -2.803
C -4.407 -3.085 -1.546
C -3.597 -2.717 -0.484
C -2.574 -1.806 -0.679
N -1.667 -1.368 0.350
N -1.891 -1.824 1.523
C -1.109 -1.539 2.575
C 0.144 -0.843 2.542
O 0.732 -0.364 1.474
C 0.857 -0.648 3.747
C 0.346 -1.044 4.935
C -0.909 -1.720 5.042
C -1.419 -2.099 6.299
C -2.595 -2.792 6.392
C -3.288 -3.130 5.221
C -2.818 -2.746 3.985
C -1.621 -2.019 3.870
H -0.583 -1.035 -3.898
H 0.119 0.470 -3.254
H -1.510 0.495 -3.953
H -2.995 -1.210 -3.988
H -4.819 -2.819 -3.638
H -5.204 -3.802 -1.391
H -3.742 -3.134 0.503
H 1.811 -0.139 3.679
H 0.910 -0.855 5.845
H -0.862 -1.830 7.193
H -2.990 -3.076 7.360
H -4.204 -3.706 5.288
H -3.369 -2.999 3.093
C -1.647 2.021 3.197
C -1.841 1.774 1.698
C -3.191 1.099 1.420
C -1.700 3.034 0.850
C -2.438 4.139 1.246
C -2.391 5.327 0.540
C -1.666 5.364 -0.632
C -0.944 4.270 -1.115
C -0.406 4.506 -2.546
C -0.355 3.297 -3.486
C 0.884 5.346 -2.591
C -0.889 3.109 -0.305
N -0.057 1.987 -0.615
C 1.164 2.184 -1.128
C 2.022 1.143 -1.455
N 1.751 -0.125 -1.112
C 2.749 -1.141 -1.213
C 4.101 -0.849 -0.948
C 5.056 -1.825 -1.214
C 4.710 -3.086 -1.658
C 3.369 -3.399 -1.797
C 2.378 -2.452 -1.575
C 0.931 -2.915 -1.693
C 0.645 -3.715 -2.968
C 0.530 -3.716 -0.447
C 4.592 0.443 -0.288
C 5.500 1.255 -1.214
C 5.314 0.127 1.029
H -1.599 1.068 3.733
H -2.481 2.589 3.618
H -0.724 2.573 3.390
H -1.052 1.083 1.410
H -4.007 1.787 1.657
H -3.316 0.199 2.032
H -3.289 0.822 0.365
H -3.065 4.069 2.130
H -2.943 6.196 0.877
H -1.682 6.268 -1.234
H -1.168 5.147 -2.984
H 0.491 2.635 -3.311
H -0.276 3.658 -4.514
H -1.278 2.713 -3.403
H 1.701 4.924 -2.006
H 0.698 6.347 -2.196
H 1.232 5.450 -3.624
H 1.540 3.190 -1.241
H 2.907 1.369 -2.041
H 6.102 -1.593 -1.044
H 5.474 -3.827 -1.862
H 3.085 -4.407 -2.088
H 0.297 -2.029 -1.746
H 1.015 -4.741 -2.882
H 1.113 -3.258 -3.844
H -0.435 -3.775 -3.140
H 1.164 -4.602 -0.364
H -0.514 -4.047 -0.508
H 0.663 -3.129 0.467
H 3.738 1.056 -0.020
H 6.423 0.708 -1.426
H 5.773 2.207 -0.750
H 5.022 1.467 -2.175
H 6.252 -0.409 0.862
H 4.683 -0.485 1.680
H 5.550 1.056 1.557
```

- 2S+1 = 5
- net charge = +1
- E (Ha) = -2127.836423

Atom charges from the Mulliken analysis, given in e for atoms 1 to 6: Os 1.900; C -1.307; O 0.170; C 0.480; C -0.954; C -0.920